Entry 1:
Here is a structure of composition C5H12NO2 from the OMol25 dataset. Energies are from ωB97M-V/def2-TZVPD.

Values from the calculation:
- HOMO level: -0.1138 Eh
- Total energy: -402.76679 hartree
- Energy above the lowest of the compared OMol25 structures with the same formula, charge and spin: 689.6 kJ/mol
- HOMO-LUMO gap: 6.909 eV
- Total charge: -1

```
20
Properties=species:S:1:pos:R:3:lowdin_charge:R:1
O 0.87016 1.76351 0.47186 -0.249
O -1.31762 1.56980 -0.36833 -0.156
N 0.46813 -1.51309 -1.09122 0.158
C 1.30256 0.67618 -0.16369 -0.403
C 0.19831 -0.37969 -0.40102 -0.561
C 0.17073 -1.47448 0.75298 -0.236
C 0.36218 -0.88013 2.15063 -0.076
C -1.21241 0.20369 -0.67522 -0.244
H 2.10286 0.09948 0.33821 0.087
H 1.35429 -0.43261 2.25967 0.071
H -1.40061 0.08088 -1.74533 0.068
H -0.76474 -2.01362 0.78118 0.095
H 0.23124 -1.64881 2.88972 0.059
H 0.92762 -2.25660 0.62850 0.107
H -0.34637 -0.08262 2.32053 0.079
H -1.15505 1.74350 -3.14907 0.014
H -0.42345 1.84143 0.03899 -0.036
H 1.74043 0.83950 -1.16431 0.097
H -1.97943 -0.36266 -0.15563 0.095
H -1.12882 2.22634 -3.71846 0.029
```



Entry 2:
Here is the ion C5H12NO2 with charge -1 from the OMol25 dataset. Energies are from ωB97M-V/def2-TZVPD.

Values from the calculation:
- HOMO level: -0.1011 Eh
- Total energy: -402.90936 hartree
- SMILES string: CN[C@H](C[O-])CCO
- Energy above the lowest of the compared OMol25 structures with the same formula, charge and spin: 315.3 kJ/mol
- HOMO-LUMO gap: 6.367 eV
- Total charge: -1

```
20
Properties=species:S:1:pos:R:3:lowdin_charge:R:1
O -3.29024 0.70641 1.02395 -0.090
O 1.31470 -0.91256 1.56874 -0.346
N 0.67053 -1.09787 -0.96197 -0.132
C 0.27085 0.19649 -0.33750 -0.346
C 1.93252 -0.95806 -1.71532 -0.151
C 1.11379 0.29743 0.99768 -0.471
C -1.92867 1.01258 0.76004 -0.293
C -1.22633 -0.03391 -0.07675 -0.175
H 2.07696 0.82905 0.79253 0.075
H -1.31980 -1.00672 0.40408 0.111
H -1.68783 -0.10534 -1.07762 0.108
H -3.37701 0.27008 1.88777 0.084
H 0.52335 1.00359 1.64865 0.069
H 2.43672 -0.05220 -1.36121 0.056
H -1.84818 1.99013 0.27216 0.114
H 0.91703 -1.64249 -0.12368 0.059
H -1.33623 1.15294 1.65805 0.089
H 0.51025 0.94977 -1.09165 0.121
H 2.58556 -1.79518 -1.50815 0.065
H 1.66204 -0.80414 -2.75979 0.054
```